1.
{"formula": "C5H15N2O", "method": "the ωB97M-V functional and the def2-TZVPD basis", "homo_energy_ev": [-18.30, -18.00], "e_tot_ev": -10434.523, "total_charge": 2, "relative_energy_kj_mol": 390.39, "multiplicity": 2, "e_lumo_ev": [-10.53, -11.06], "species": ["C", "C", "C", "C", "N", "C", "N", "H", "H", "H", "H", "H", "H", "H", "H", "H", "H", "H", "H", "H", "H", "H", "O"], "coordinates": [[-0.666, 3.056, 1.059], [-1.314, 1.730, 0.946], [-1.607, 1.023, -0.241], [-1.298, 1.516, -1.470], [0.149, -3.294, 0.427], [1.263, -2.464, 0.014], [1.363, -1.379, 0.939], [0.387, 2.982, 0.769], [-0.702, 3.411, 2.085], [-1.230, 3.748, 0.426], [-1.987, 1.491, 1.770], [0.238, -4.310, 0.344], [0.862, -1.989, -0.902], [-2.198, 0.132, -0.061], [-0.909, 2.531, -1.473], [-1.876, 1.156, -2.315], [-0.215, -3.025, 1.343], [2.176, -3.018, -0.221], [2.022, -1.575, 1.675], [1.541, -0.533, 0.403], [1.817, 0.353, -2.176], [0.434, 0.674, -1.515], [1.279, 0.208, -1.387]], "mulliken_charge": [-1.185, 0.339, 0.031, -0.941, -0.172, -0.147, -0.476, 0.353, 0.357, 0.416, 0.389, 0.322, 0.280, 0.424, 0.370, 0.368, 0.313, 0.393, 0.255, 0.271, 0.306, 0.333, -0.600]}

=====

2.
{"formula": "C5H15N2S", "method": "the ωB97M-V functional and the def2-TZVPD basis", "homo_energy_ev": -11.99, "e_tot_ev": -19236.615, "total_charge": 1, "relative_energy_kj_mol": 115.63, "smiles": "C[NH2+]CCNCCS", "e_lumo_ev": -3.22, "species": ["C", "N", "C", "C", "N", "C", "C", "S", "H", "H", "H", "H", "H", "H", "H", "H", "H", "H", "H", "H", "H", "H", "H"], "coordinates": [[-0.438, -0.088, 3.069], [0.135, -0.405, 1.738], [-0.911, -0.918, 0.800], [-0.299, -1.261, -0.581], [1.014, -0.614, -0.756], [1.160, 0.601, -1.592], [-0.093, 1.501, -1.611], [-0.300, 2.417, -3.157], [-0.868, -0.995, 3.463], [0.354, 0.289, 3.709], [-1.215, 0.672, 3.006], [0.771, -1.190, 1.883], [0.600, 0.384, 1.293], [-1.692, -0.163, 0.706], [-1.329, -1.802, 1.269], [-1.044, -0.979, -1.313], [-0.113, -2.319, -0.657], [1.640, -1.343, -1.064], [2.026, 1.175, -1.264], [1.317, 0.279, -2.625], [-1.031, 0.968, -1.485], [0.024, 2.239, -0.836], [0.292, 1.555, -3.995]], "mulliken_charge": [-0.858, -0.119, -0.674, -0.822, -0.362, -0.788, -0.430, -0.164, 0.354, 0.355, 0.359, 0.346, 0.324, 0.425, 0.491, 0.336, 0.517, 0.243, 0.266, 0.550, 0.227, 0.297, 0.129]}